Formula: C30H90O15
Source: the OMol25 dataset
Level of theory: the ωB97M-V functional and the def2-TZVPD basis

Total energy, hartree: -2325.51513
M, g mol⁻¹: 691.03
Spin multiplicity: 1
HOMO level, Ha: -0.344

Last column: Mulliken charge in e.
Geometry (Å):
1 O -1.29563 -1.93706 -17.15152  -0.388
2 O 0.20503 -2.30831 -14.83780  0.526
3 O -0.33483 -2.40307 -8.63532  -0.642
4 O -1.56028 1.40988 -13.82880  -0.456
5 O 0.84847 2.63617 -12.89216  -0.541
6 O 3.51918 -8.05991 -14.20123  -0.554
7 O -3.72706 -6.15463 -16.58257  -0.621
8 O -2.77483 -2.59602 -9.92186  -0.548
9 O -6.07337 -3.75272 -13.32910  -0.638
10 O 1.45367 1.91895 -18.06711  -0.555
11 O 3.76234 -2.60938 -17.78994  -0.432
12 O -4.54961 -4.34017 -11.05614  -0.027
13 O -0.87275 -7.21333 -9.02951  -0.597
14 O -3.68940 1.48019 -12.04345  -0.528
15 O 2.86780 -2.70941 -15.08560  -0.168
16 C 3.81598 -3.26832 -13.01145  -0.324
17 C 1.56618 -3.52748 -18.15263  -0.502
18 C -5.58995 -2.48408 -13.69413  1.195
19 C 1.75450 -1.47325 -9.41645  -1.372
20 C -4.89315 1.37987 -12.79430  0.683
21 C 2.31641 0.26457 -16.47840  0.523
22 C -0.33764 -2.73934 -13.59211  0.467
23 C 4.10496 -3.03306 -14.46095  -0.410
24 C -1.68066 -2.08787 -13.38059  2.330
25 C -1.46796 0.98189 -15.20346  0.484
26 C -3.87480 -5.55257 -15.29851  0.714
27 C 2.86117 -3.06756 -18.80761  -0.498
28 C -0.92322 -5.81569 -11.03476  0.053
29 C -3.78465 -0.50940 -9.09836  -1.681
30 C -3.54947 -2.69484 -17.58375  -0.887
31 C 2.74064 -6.92308 -14.55435  0.043
32 C 1.75623 -6.64501 -13.44373  -0.460
33 C 0.44680 -2.11196 -9.82052  1.319
34 C -6.06054 1.52551 -11.85498  -1.525
35 C -5.30770 -4.82390 -9.95300  -0.096
36 C 2.52740 1.04026 -17.77886  -0.662
37 C -3.31798 -1.31258 -10.29902  1.255
38 C 1.97277 1.74652 -12.82673  -0.782
39 C 1.42405 0.34889 -12.72461  1.041
40 C -2.09676 -3.07651 -17.46905  0.126
41 C -2.84111 0.68650 -15.73099  -0.789
42 C -3.27215 -6.45244 -14.21978  -0.798
43 C -1.47240 -6.06567 -9.62976  -0.305
44 C -6.32601 -2.01311 -14.93515  -1.607
45 C -6.27449 -5.87183 -10.44494  -1.285
46 H -1.25144 -5.22060 -8.97733  0.067
47 H -1.05065 -6.72632 -11.62625  0.381
48 H -3.34082 -0.12846 -15.20984  -0.414
49 H -2.31829 -2.19346 -14.26227  -0.893
50 H -4.18886 0.44254 -9.44130  0.343
51 H -3.40002 -4.57212 -15.21606  -0.424
52 H 3.25268 -0.21256 -16.18889  0.211
53 H 1.92199 0.92545 -15.70968  0.028
54 H -5.83168 -3.98628 -9.47521  0.317
55 H 4.73580 -3.47784 -12.46333  0.476
56 H -1.94656 -3.86042 -16.71806  0.007
57 H 1.16697 3.53724 -12.99763  0.256
58 H -0.72061 1.83754 -13.59838  0.098
59 H -6.95763 -6.15141 -9.64277  0.402
60 H -5.76881 -1.74352 -12.89980  0.027
61 H -5.92048 2.38618 -11.19913  0.386
62 H -2.94903 1.45018 -12.67382  0.379
63 H -4.20834 -1.55610 -10.87998  -0.220
64 H 1.17337 -2.40570 -14.80479  -0.287
65 H -5.93437 -1.05001 -15.27006  0.309
66 H 4.52335 -3.92472 -14.94213  0.284
67 H -0.73865 0.16979 -15.26028  -0.420
68 H -6.83468 -5.53935 -11.31789  0.271
69 H -4.64231 -5.24935 -9.19349  0.313
70 H -2.76200 0.47028 -16.79746  0.409
71 H 0.33359 -2.42830 -12.77748  -0.196
72 H 2.33792 -1.17754 -10.29475  0.231
73 H -2.18600 -2.54444 -12.52614  -0.794
74 H -4.59734 -1.05309 -8.60759  0.367
75 H 2.24342 -7.09196 -15.51786  0.296
76 H -1.06159 1.82262 -15.78446  0.498
77 H -3.44042 1.59751 -15.65975  0.479
78 H 0.16625 -2.96833 -8.03987  0.315
79 H 2.22374 -6.79491 -12.46860  0.389
80 H 0.59771 -3.03690 -10.38401  -0.231
81 H 3.29676 -3.90103 -19.36821  0.437
82 H -4.15146 -3.56445 -17.86091  0.416
83 H -4.94454 -5.52516 -15.11070  0.257
84 H -4.93624 0.39929 -13.28755  -0.331
85 H 0.84489 -3.82405 -18.91316  0.454
86 H -7.00033 1.68828 -12.39168  0.401
87 H -3.51266 -6.07936 -13.21894  0.023
88 H -1.52906 -5.04195 -11.51720  -0.276
89 H -2.99458 -0.34834 -8.36448  0.371
90 H -0.38799 -3.83418 -13.54272  0.054
91 H -2.56224 -6.14249 -9.70066  0.185
92 H -2.17741 -6.47661 -14.28059  0.191
93 H 2.97462 -2.55868 -16.03591  -0.360
94 H 0.87075 0.05629 -13.61651  -0.730
95 H -3.65740 -7.46607 -14.32392  0.373
96 H 0.67285 1.40498 -18.29569  0.322
97 H -1.94889 -2.41754 -9.44373  0.201
98 H -7.39145 -1.91659 -14.72446  0.436
99 H 4.64880 -2.58677 -18.15854  0.239
100 H 0.12917 -5.53532 -11.03899  0.056
101 H -6.21812 0.63452 -11.24386  0.296
102 H -2.58139 -0.75352 -10.87463  -0.187
103 H 1.11874 -2.71572 -17.57730  -0.027
104 H 2.67953 0.34270 -18.61070  0.220
105 H 1.58293 -0.57609 -8.82317  0.365
106 H -1.56780 -1.02147 -13.17756  -0.470
107 H 3.15014 -4.12211 -12.88958  -0.137
108 H -0.85153 -2.11620 -16.30823  -0.100
109 H 2.56810 1.85183 -13.73896  0.337
110 H -1.70774 -3.51066 -18.40034  0.326
111 H -4.50752 -2.51143 -13.87697  -0.426
112 H 1.40398 -5.61522 -13.51020  -0.346
113 H 3.41285 1.67339 -17.71519  0.356
114 H 3.35421 -6.02330 -14.71827  -0.137
115 H -2.78693 -6.21708 -16.77894  0.354
116 H -6.21778 -2.73411 -15.74800  0.316
117 H 0.91233 -7.33579 -13.47058  0.532
118 H 2.41228 -2.14348 -8.85832  0.462
119 H -4.93364 2.14792 -13.57535  0.364
120 H 0.74996 0.30244 -11.86527  0.084
121 H -3.84469 -3.76505 -10.70812  -0.177
122 H 2.22296 -0.37537 -12.55933  -0.142
123 H -0.17467 -1.43517 -10.40432  -0.371
124 H 3.34912 -2.38109 -12.58220  -0.170
125 H -3.91257 -2.33498 -16.61713  -0.139
126 H -5.72353 -6.76908 -10.74079  0.276
127 H -5.59686 -4.02644 -12.52718  0.337
128 H 4.81931 -2.21738 -14.62204  0.360
129 H 2.59604 1.96877 -11.95690  0.386
130 H 4.02511 -8.33979 -14.96863  0.309
131 H 2.65317 -2.26430 -19.52194  0.280
132 H 1.58606 -0.52999 -16.66027  -0.492
133 H -1.29472 -7.99786 -9.39021  0.365
134 H -3.72948 -1.89508 -18.30138  0.396
135 H 1.75590 -4.37923 -17.49867  0.138


Formula: C3H11N4
Source: the OMol25 dataset
Level of theory: the ωB97M-V functional and the def2-TZVPD basis

Total energy, hartree: -339.65316
M, g mol⁻¹: 103.15
Total charge: +1
SMILES: C[NH2+]CN/N=C\N
Spin multiplicity: 1
HOMO level, Ha: -0.451

Last column: natural (NBO) charge in e.
Geometry (Å):
1 N -1.51069 0.45868 -0.19906  -0.552
2 N 0.92491 -0.29226 0.00273  -0.493
3 N 1.76347 0.78476 0.37030  -0.376
4 N 3.67788 -0.49145 -0.17242  -0.807
5 C 3.01996 0.59400 0.28352  0.277
6 C -0.31294 -0.42120 0.54192  -0.018
7 C -2.87604 0.01559 0.10578  -0.435
8 H 3.19928 -1.37551 -0.26784  0.396
9 H -0.34421 -0.04989 1.56447  0.231
10 H 3.62510 1.44552 0.55559  0.208
11 H -3.05334 -0.96409 -0.33339  0.230
12 H -1.37199 1.42781 0.10768  0.431
13 H 1.13785 -0.75729 -0.87142  0.377
14 H -1.33896 0.43427 -1.21024  0.423
15 H -3.60455 0.71756 -0.29799  0.242
16 H 4.67954 -0.53222 -0.11209  0.418
17 H -0.70669 -1.43430 0.45925  0.215
18 H -3.01040 -0.04724 1.18313  0.233


Formula: C5H6OS
Source: the OMol25 dataset
Level of theory: the ωB97M-V functional and the def2-TZVPD basis

Total energy, hartree: -667.36281
M, g mol⁻¹: 114.17
Spin multiplicity: 1
HOMO level, Ha: -0.329

Last column: natural (NBO) charge in e.
Geometry (Å):
1 S 0.58797 1.69135 1.52856  -0.056
2 O -1.24471 0.51415 -0.19140  -0.490
3 C 1.66263 -0.54418 -0.90713  -0.408
4 C -0.64294 -1.65554 -1.07843  -0.328
5 C -1.50350 -0.79332 -0.66769  0.127
6 C 0.78086 -1.57018 -1.26177  -0.213
7 C -0.40409 0.53267 0.85963  0.063
8 H -0.33162 -0.46383 1.40874  0.178
9 H 2.63238 -0.74056 -1.27570  0.202
10 H 1.55880 0.61093 -0.68311  0.254
11 H -0.95625 -2.75907 -1.42722  0.241
12 H -2.70363 -0.92050 -0.57699  0.214
13 H 0.99274 -2.71842 -2.03921  0.215


Formula: C3H8K
Source: the OMol25 dataset
Level of theory: the ωB97M-V functional and the def2-TZVPD basis

Total energy, hartree: -718.79370
M, g mol⁻¹: 83.19
Total charge: +1
Spin multiplicity: 1
HOMO level, Ha: -0.602

Last column: natural (NBO) charge in e.
Geometry (Å):
1 K 0.45265 0.09250 2.12320  0.977
2 C -0.17685 1.25423 0.01948  -0.608
3 C 0.19168 -1.25119 0.05006  -0.608
4 C -0.17084 -0.03491 -0.80132  -0.413
5 H 0.19148 -2.17220 -0.55684  0.267
6 H 0.55765 0.06213 -1.62917  0.234
7 H 0.82047 1.42720 0.45769  0.162
8 H -0.53761 -1.36939 0.86907  0.162
9 H 1.19503 -1.11917 0.48877  0.162
10 H -0.91218 1.17697 0.83798  0.162
11 H -1.17141 -0.18757 -1.24966  0.234
12 H -0.44009 2.12140 -0.60927  0.267


It is found that the frontier orbital gap values, taken in the order of the records, are 9.49; 9.31; 8.73; 12.49 eV.
It is found that the ΔE to the lowest compared entry with this formula, charge and spin values, taken in the order of the records, are 271.8; 174.6; 460.3; 100.9 kJ/mol.